1.
A structure of composition C26H31I2N6O2Ru in a non-equilibrium geometry, computed with wB97M-V/def2-TZVPD.

Last column: Löwdin spin population.
Atoms and positions in Å:
Ru (-0.25, 0.83, 0.62)  2.334
I (6.92, 2.61, 2.37)  0.017
C (5.06, 1.73, 1.93)  0.049
C (4.76, 0.46, 2.42)  -0.007
C (3.54, -0.08, 2.09)  0.041
I (2.92, -1.95, 2.81)  0.011
C (2.58, 0.58, 1.29)  0.005
O (1.50, -0.03, 1.01)  0.202
C (2.90, 1.90, 0.83)  0.033
C (1.96, 2.66, -0.07)  0.017
N (0.60, 2.80, 0.48)  0.016
C (-0.32, 3.62, -0.33)  0.006
C (-1.75, 3.13, -0.16)  0.101
C (-2.86, 3.89, -0.51)  0.304
C (-4.12, 3.24, -0.57)  0.035
C (-4.26, 1.95, -0.17)  0.269
C (-3.11, 1.23, 0.46)  0.101
N (-1.84, 1.89, 0.27)  0.195
C (4.14, 2.43, 1.16)  -0.004
H (5.46, -0.08, 3.03)  -0.001
H (1.86, 2.11, -1.02)  0.004
H (2.39, 3.65, -0.28)  0.004
H (0.67, 3.21, 1.42)  0.001
H (-0.05, 3.50, -1.38)  0.002
H (-0.24, 4.69, -0.08)  0.000
H (-2.76, 4.93, -0.79)  0.013
H (-4.97, 3.78, -0.96)  -0.004
H (-5.20, 1.44, -0.22)  0.012
H (-3.30, 1.16, 1.56)  0.038
H (4.41, 3.41, 0.79)  -0.001
C (0.23, 0.37, 5.38)  0.002
C (0.01, 0.87, 4.07)  0.014
N (-0.15, 1.30, 3.01)  0.064
H (0.50, 1.18, 6.05)  0.000
H (1.05, -0.35, 5.35)  0.001
H (-0.66, -0.12, 5.75)  0.000
N (-4.71, -3.40, 0.82)  -0.017
C (-3.73, -2.49, 0.71)  0.055
C (-3.94, -1.24, 0.17)  0.363
C (-2.84, -0.26, 0.01)  0.106
N (-1.61, -0.63, 0.68)  0.178
C (-1.44, -1.84, 1.15)  0.054
C (-2.42, -2.81, 1.18)  0.225
H (-5.64, -3.19, 0.50)  -0.001
H (-4.52, -4.31, 1.20)  0.000
H (-4.91, -0.97, -0.21)  0.016
H (-2.60, -0.18, -1.08)  0.046
H (-0.44, -2.05, 1.55)  -0.001
H (-2.21, -3.78, 1.60)  0.012
O (0.18, -0.48, -1.43)  0.058
C (1.20, -1.10, -1.75)  0.014
C (2.18, -0.58, -2.75)  0.001
C (1.67, -1.21, -4.07)  0.001
C (1.53, -2.75, -4.10)  0.000
C (0.30, -3.31, -3.36)  0.001
C (0.45, -3.39, -1.82)  0.002
N (1.42, -2.40, -1.38)  0.011
H (3.20, -0.89, -2.54)  0.001
H (2.13, 0.51, -2.83)  0.000
H (2.36, -0.92, -4.86)  0.000
H (0.70, -0.77, -4.30)  0.000
H (2.45, -3.23, -3.75)  0.000
H (1.42, -3.02, -5.15)  0.000
H (0.11, -4.32, -3.74)  0.000
H (-0.56, -2.69, -3.60)  0.000
H (0.81, -4.36, -1.50)  0.000
H (-0.51, -3.19, -1.33)  0.001
H (2.36, -2.70, -1.62)  0.000

Properties
Energy above the lowest of the compared OMol25 structures with the same formula, charge and spin ... 3.083 eV
DFT total energy ... -59267.9815 eV
HOMO (spin up / spin down) ... -0.4600 / -0.4561 hartree
Total charge ... +2
Spin multiplicity ... 6
Molar mass ... 814.45 g/mol
Orbital gap (spin up / spin down) ... 7.3 / 4.2 eV
Expectation value of S² ... 8.82

---

2.
A cluster of 4 separate species, C18H22O12 in total, computed with wB97M-V/def2-TZVPD.

Last column: Löwdin charge in e.
Atoms and positions in Å:
C (-1.30, -2.00, -0.22)  -0.014
C (-1.39, -0.81, -1.14)  -0.197
C (-0.57, 0.30, -0.93)  -0.028
C (-0.66, 1.40, -1.77)  -0.065
C (-1.51, 1.43, -2.86)  -0.068
C (-2.30, 0.31, -3.09)  -0.034
C (-2.26, -0.80, -2.24)  -0.184
C (-3.18, -1.95, -2.56)  -0.104
O (-4.06, -2.33, -1.47)  0.032
C (-4.58, -1.31, -0.79)  -0.636
O (-4.70, -1.36, 0.39)  0.151
O (-5.04, -0.27, -1.53)  0.125
H (-0.26, -2.30, -0.06)  0.068
H (-1.89, -2.83, -0.58)  0.072
H (-1.73, -1.73, 0.74)  0.093
H (0.12, 0.31, -0.10)  0.095
H (-0.01, 2.26, -1.59)  0.099
H (-1.57, 2.27, -3.54)  0.073
H (-2.96, 0.29, -3.95)  0.117
H (-2.58, -2.83, -2.80)  0.134
H (-3.78, -1.71, -3.43)  0.124
H (-4.60, 0.51, -1.18)  0.135
O (2.83, -0.50, -0.88)  0.167
C (2.74, -0.90, 0.23)  -0.565
O (3.78, -1.33, 0.98)  0.068
C (3.32, -1.52, 2.32)  -0.124
C (1.84, -1.73, 2.13)  -0.112
O (1.57, -0.99, 0.93)  0.006
H (3.81, -2.36, 2.79)  0.113
H (3.54, -0.61, 2.90)  0.136
H (1.58, -2.77, 1.97)  0.139
H (1.24, -1.34, 2.96)  0.121
O (-1.03, 2.81, -5.43)  0.152
C (-0.16, 3.59, -5.23)  -0.559
O (0.08, 4.69, -5.99)  0.066
C (1.06, 5.48, -5.31)  -0.117
C (1.76, 4.47, -4.45)  -0.112
O (0.74, 3.49, -4.22)  0.056
H (1.71, 5.97, -6.03)  0.132
H (0.54, 6.25, -4.73)  0.132
H (2.60, 3.98, -4.96)  0.135
H (2.12, 4.88, -3.51)  0.133
O (3.07, -2.92, 4.93)  0.162
C (2.38, -2.44, 5.77)  -0.554
O (1.18, -1.86, 5.54)  0.049
C (0.55, -1.61, 6.80)  -0.109
C (1.73, -1.55, 7.74)  -0.111
O (2.69, -2.40, 7.09)  0.072
H (-0.02, -0.69, 6.77)  0.134
H (-0.12, -2.44, 7.02)  0.135
H (2.16, -0.55, 7.83)  0.134
H (1.51, -1.93, 8.74)  0.134

Properties
Energy above the lowest of the compared OMol25 structures with the same formula, charge and spin ... 0.000 eV
DFT total energy ... -43593.0639 eV
HOMO ... -0.3150 hartree
SMILES string ... Cc1ccccc1COC(=O)O.O=C1OCCO1.O=C1OCCO1.O=C1OCCO1
Molar mass ... 430.36 g/mol
Orbital gap ... 8.9 eV

---

3.
An isolated molecule of C6H12 in a non-equilibrium geometry, computed with wB97M-V/def2-TZVPD.

Last column: Löwdin charge in e.
Atoms and positions in Å:
C (-2.88, 0.01, -0.16)  -0.098
C (-1.48, 0.07, 0.41)  -0.173
C (-0.40, -0.02, -0.30)  -0.144
C (0.99, 0.05, 0.34)  -0.459
C (1.75, 1.22, -0.09)  -0.140
C (1.78, -1.25, -0.09)  -0.118
H (-3.16, 0.80, 0.11)  -0.072
H (-3.48, -0.90, 0.17)  0.101
H (-2.96, -0.20, -1.29)  0.112
H (-1.56, 0.02, 1.67)  0.174
H (-0.53, -0.13, -1.38)  0.123
H (1.06, -0.28, 1.57)  0.200
H (2.84, 1.22, 0.15)  0.093
H (1.17, 2.18, 0.09)  0.101
H (1.87, 1.41, -1.13)  0.064
H (2.81, -1.08, 0.48)  0.104
H (1.98, -1.38, -1.32)  0.140
H (1.38, -2.13, 0.16)  -0.007

Properties
Energy above the lowest of the compared OMol25 structures with the same formula, charge and spin ... 4.583 eV
DFT total energy ... -6412.3578 eV
HOMO ... -0.3484 hartree
SMILES string ... C/C=C/C(C)C
Molar mass ... 84.16 g/mol
Orbital gap ... 10.7 eV

---

4.
A structure of composition C6H13N3 in a non-equilibrium geometry, computed with wB97M-V/def2-TZVPD.

Last column: Löwdin charge in e.
Atoms and positions in Å:
C (-2.36, 0.37, 0.39)  -0.246
N (-2.10, 1.16, -0.76)  0.005
C (-1.45, -0.91, 0.43)  -0.309
N (-1.71, -2.03, 0.13)  0.199
H (-2.62, 0.83, -1.57)  0.078
H (-1.10, 1.15, -1.02)  0.031
H (-2.08, 0.90, 1.31)  0.090
H (-3.40, 0.06, 0.44)  0.112
C (1.79, 1.02, -1.27)  -0.191
C (1.17, -1.71, 0.69)  -0.095
N (0.58, 0.24, -1.22)  -0.043
C (0.36, -0.44, 0.61)  -0.337
C (0.56, 0.53, 1.52)  0.032
H (0.70, -0.65, -1.70)  0.071
H (2.01, 1.28, -2.32)  0.082
H (2.67, 0.51, -0.84)  0.073
H (1.65, 1.96, -0.73)  0.072
H (0.93, -2.28, 1.59)  0.089
H (2.23, -1.52, 0.66)  0.075
H (0.91, -2.36, -0.14)  0.066
H (1.24, 0.39, 2.34)  0.078
H (0.04, 1.48, 1.49)  0.067

Properties
Energy above the lowest of the compared OMol25 structures with the same formula, charge and spin ... 5.528 eV
DFT total energy ... -10897.8839 eV
HOMO (spin up / spin down) ... -0.3024 / -0.3125 hartree
Molar mass ... 127.19 g/mol
Orbital gap (spin up / spin down) ... 7.2 / 7.8 eV